Record 1
Density functional theory data (the ωB97M-V functional and the def2-TZVPD basis) for a structure of composition C41H40AuI2N3OP2S.

Last column: Mulliken charge in e.
Cartesian coordinates (Å):
Au: -1.36804 -0.23830 -1.42133  0.393
I: -2.99749 -8.16031 -2.86252  0.326
I: -2.93136 -4.12677 1.54860  0.386
S: 3.35263 4.07694 3.49508  -0.035
P: -1.07245 1.11547 0.62535  0.912
P: 1.23091 -0.11319 -0.40474  0.254
O: -1.14570 -2.60788 -0.65274  0.165
N: -1.56021 0.91929 -3.41671  -0.291
N: -1.23619 -1.87953 -3.38118  0.060
N: 0.66245 1.19786 0.61019  0.596
C: -1.84292 2.22683 -3.42831  -0.652
C: -0.57717 0.49113 3.29828  -0.353
C: -0.71550 1.11558 -5.62866  -0.844
C: -1.03200 0.36113 -4.50257  0.261
C: 3.04354 -0.06219 -0.17879  0.288
C: 0.95862 -2.19335 1.68366  0.172
C: -2.69981 -5.98825 -0.78026  -0.414
C: -1.22726 -4.00337 -0.99340  1.742
C: -1.41233 0.28442 2.19956  0.903
C: 2.08789 3.82155 4.75999  -0.709
C: 3.81545 0.13209 -1.32235  -0.218
C: 0.69865 -3.60315 1.96957  -0.816
C: -0.95888 2.47524 -5.62005  -0.345
C: -0.65960 -3.23881 -3.43553  -1.727
C: -2.98402 -0.86020 3.61301  -0.865
C: -2.14907 3.16116 2.25412  -0.646
C: -0.73202 -1.11852 -4.52554  -0.767
C: 1.59386 3.36768 1.45139  -0.118
C: 2.79496 2.87773 2.25387  -0.414
C: 0.42083 -4.51608 1.03133  -1.479
C: -0.94620 0.01501 4.54522  -0.678
C: -2.50492 5.42132 1.50468  -0.650
C: -2.24376 -4.80525 -0.27675  -0.947
C: 0.83544 -1.70323 0.44543  0.529
C: 0.31381 -2.64018 -0.60147  -0.782
C: -1.74847 -5.40092 -2.95247  -0.503
C: 3.66636 -0.24448 1.05480  -0.648
C: -2.61804 -0.38272 2.35976  -0.741
C: 0.30198 -4.15285 -0.40049  0.539
C: -1.55487 3.04338 -4.50099  -0.789
C: 1.30276 2.48400 0.23650  -1.160
C: -1.65732 2.80886 0.99500  0.523
C: 5.20078 0.15925 -1.23326  -0.693
C: 5.04698 -0.21164 1.14009  -0.782
C: -2.05028 5.07106 0.24210  -1.092
C: 5.81382 -0.00987 -0.00181  -0.603
C: -2.38664 -6.33587 -2.09978  -0.506
C: -1.25296 -4.23481 -2.47288  0.015
C: -1.64365 3.77334 -0.01484  -0.101
C: -2.55995 4.46187 2.50372  -0.870
C: -2.14994 -0.66419 4.70196  -0.738
H: 0.79230 -3.92079 3.00106  0.518
H: -1.30248 3.51301 -1.00876  0.654
H: 0.35144 1.03384 3.16482  0.518
H: -1.69836 -5.61894 -4.01213  0.502
H: -2.02155 5.81084 -0.54718  0.473
H: 3.32411 0.26779 -2.27932  0.409
H: 3.65347 2.72150 1.59862  0.269
H: -3.34448 -6.62368 -0.18846  0.451
H: 0.31180 -5.56313 1.28993  0.474
H: -2.93193 4.71784 3.48700  0.480
H: -1.11281 -1.52582 -5.46985  0.504
H: 0.72243 -2.33586 -1.56637  0.073
H: 1.10791 4.12485 4.39346  0.197
H: -2.24755 -1.95720 -3.45651  0.278
H: 1.79314 4.38157 1.09895  0.609
H: 2.07607 2.77630 5.06869  0.174
H: 0.70666 3.40819 2.08544  -0.228
H: 6.89294 0.01423 0.07090  0.424
H: -2.21398 2.43736 3.04996  0.406
H: 0.92881 -4.77920 -1.03469  0.501
H: 2.24345 2.25954 -0.27068  0.988
H: -2.33073 2.61039 -2.54161  1.040
H: 3.07127 -0.40700 1.94297  0.183
H: -3.27384 -0.51121 1.50544  0.505
H: 5.79819 0.30849 -2.12292  0.456
H: -2.82617 6.43431 1.70627  0.419
H: -0.77548 -3.65117 -4.44467  0.616
H: 0.69096 3.04273 -0.47531  0.038
H: 1.29080 -1.57814 2.50527  0.419
H: 0.35618 -1.23178 -4.55267  0.400
H: 0.41670 -3.15427 -3.26527  0.535
H: -2.44074 -1.02450 5.68021  0.452
H: -1.79114 4.09723 -4.46723  0.434
H: 2.57671 1.93698 2.76294  -0.144
H: -0.27984 0.63308 -6.49444  0.441
H: -0.69546 3.08430 -6.47409  0.447
H: -0.30708 0.18932 5.40153  0.494
H: 5.53202 -0.35237 2.09753  0.463
H: 2.36141 4.44364 5.60844  0.395
H: -3.92784 -1.37852 3.73884  0.648

Output
E_tot = -98974.1897 eV
Gap between HOMO and LUMO = 3.8 eV
Total charge = +2
HOMO = -11.82 eV


Record 2
Density functional theory data (the ωB97M-V functional and the def2-TZVPD basis) for a structure of composition C41H40IN9O3P2S.

Last column: Mulliken charge in e.
Cartesian coordinates (Å):
I: 0.48411 3.85494 -0.79024  0.000
S: 2.86330 0.93109 -5.58656  0.125
P: 1.80008 4.73425 -2.69598  -0.174
P: 6.65385 0.39535 -2.55868  0.587
O: 0.83250 4.47818 -3.97808  -0.403
O: 5.97803 2.58525 -0.70711  -0.575
O: 7.86492 1.16385 -2.16785  -0.713
N: 2.31966 2.21097 -4.77520  -0.584
N: 5.97838 -8.05462 -5.70676  -0.216
N: -1.89934 7.41101 0.80392  -0.633
N: 5.70929 -2.13124 -4.92081  -0.143
N: 4.16350 0.58232 -4.72113  -0.368
N: 2.79918 -10.25755 -1.79328  -0.429
N: -6.83556 2.11470 6.58277  -0.293
N: -5.14913 8.70706 4.43875  -0.263
N: -3.58310 3.83665 4.07345  -0.310
C: 3.15960 2.42027 -3.77627  0.652
C: 0.27616 -11.42265 -1.59584  -0.139
C: 6.39459 -3.74016 -6.56145  -0.785
C: -6.00471 9.43206 5.15807  -0.288
C: -5.62725 8.14788 7.12468  -0.242
C: 5.98195 -4.78527 -5.74858  0.288
C: -6.89144 2.92283 7.63962  -0.064
C: -3.08137 3.71206 2.84334  -0.377
C: -8.07262 3.29578 8.26226  -0.560
C: 5.11716 2.51700 -1.75613  -0.311
C: -3.79777 1.45029 4.15541  -0.436
C: 2.55420 -11.47440 -2.27761  0.094
C: -4.73573 7.38156 6.39277  -0.683
C: 6.23860 -2.44085 -6.10281  -0.311
C: -4.53052 7.70105 5.05944  0.134
C: -6.27726 9.19790 6.49651  -0.423
C: 5.42992 -4.47937 -4.51384  -0.596
C: 5.08848 -9.68463 -4.18510  -0.368
C: 5.31634 -3.14601 -4.15175  -0.296
C: -3.27505 1.33993 2.87731  -0.398
C: 0.51098 -10.15706 -1.08484  -0.468
C: 1.78394 -9.62259 -1.20984  -0.227
C: 6.15283 -10.39389 -6.20089  -0.631
C: -2.90854 2.49463 2.20346  -0.444
C: 3.11139 3.43850 -2.77681  0.298
C: -3.93139 2.71660 4.70535  -0.172
C: 5.21883 1.53635 -2.70252  0.102
C: 5.50024 -10.71086 -5.02033  -0.081
C: 4.24047 1.45541 -3.73469  0.634
C: -3.35190 5.62150 0.14822  -0.506
C: -4.39437 6.17323 0.87591  -0.324
C: -4.17304 7.34768 1.57103  -0.396
C: -2.13046 6.27505 0.14301  0.191
C: -7.99065 1.65069 6.11056  -0.180
C: 4.06546 3.47764 -1.80817  -0.500
C: -2.91163 7.92407 1.50223  -0.269
C: 5.35094 -8.38115 -4.57661  -0.238
C: 1.31929 -12.09878 -2.20684  -0.624
C: -9.26483 2.80418 7.75664  -0.157
C: 6.36702 -9.05680 -6.49438  -0.294
C: -9.22625 1.96385 6.65618  -0.497
H: 6.48991 -11.16464 -6.88031  0.380
H: -4.95480 7.80710 2.15928  0.564
H: -2.49753 2.45436 1.20286  0.398
H: -0.70415 -11.87499 -1.51933  0.369
H: -4.34221 2.84575 5.69903  0.303
H: 2.00931 -8.63419 -0.82494  0.369
H: 5.31561 -11.74450 -4.75533  0.336
H: 6.81350 2.98829 -0.97065  0.345
H: -6.49405 10.24161 4.62718  0.353
H: 4.57581 -9.88521 -3.25316  0.376
H: -7.91510 0.99493 5.24993  0.347
H: 4.00555 4.25742 -1.06165  0.459
H: -10.20921 3.07233 8.21271  0.364
H: 0.42526 3.60287 -3.91539  0.323
H: -4.09778 0.57664 4.71743  0.402
H: -3.15536 0.36905 2.41278  0.382
H: 6.08746 -5.81664 -6.06761  0.598
H: -0.27412 -9.59439 -0.59933  0.352
H: -5.81314 7.93057 8.16900  0.382
H: 6.55129 -1.59649 -6.70963  0.395
H: -5.36200 5.68798 0.90865  0.390
H: -2.80634 4.63712 2.36200  0.631
H: 6.83008 -3.92817 -7.53342  0.392
H: 4.88576 -2.86808 -3.19397  0.394
H: -3.48206 4.69810 -0.40188  0.469
H: -3.84014 7.12545 4.45218  0.285
H: -1.28949 5.86360 -0.40899  0.081
H: 6.79478 -0.19534 -3.81863  0.036
H: 5.09348 -5.25714 -3.84300  0.251
H: 3.39763 -11.97084 -2.74676  0.313
H: -8.05670 3.95447 9.11960  0.351
H: -10.13292 1.55886 6.22842  0.353
H: -6.98063 9.82217 7.03030  0.361
H: -4.20751 6.55184 6.84160  0.384
H: -2.69755 8.84500 2.03385  0.431
H: -5.93598 3.28850 8.00132  0.345
H: 1.18036 -13.08804 -2.62030  0.350
H: 6.87706 -8.76533 -7.40622  0.366
H: 5.04328 -7.54902 -3.95397  0.254
H: 6.29128 -0.60679 -1.63762  0.054

Output
E_tot = -100232.0290 eV
Gap between HOMO and LUMO = 7.7 eV
Total charge = 0
HOMO = -8.81 eV


Record 3
Density functional theory data (the ωB97M-V functional and the def2-TZVPD basis) for a structure of composition C41H40N12O2Sr.

Last column: Mulliken charge in e.
Cartesian coordinates (Å):
Sr: -0.13947 0.97144 0.89598  2.995
O: 0.34053 8.00424 -1.65472  -0.620
O: 0.08003 8.89154 0.27848  -0.599
N: 1.05083 -1.10686 0.65078  0.588
N: 3.86943 1.03774 -2.43612  -0.639
N: -0.83217 -0.58026 2.46148  -0.011
N: -2.88267 0.85824 0.58998  1.068
N: 4.26283 -7.33546 0.20048  -0.569
N: -1.54857 -2.68466 4.20518  -0.658
N: 0.35123 -1.73226 -5.71892  -0.199
N: -0.46447 -1.00766 -2.07272  0.161
N: 0.13093 2.99144 2.21488  -0.041
N: 0.16583 7.93614 -0.45622  1.013
N: -0.25877 2.99534 -0.47662  0.751
N: 2.30973 1.20314 -0.14432  -0.250
C: -0.31027 2.96324 -1.79452  -0.457
C: -2.55287 -4.07746 -0.62822  -0.840
C: 4.79393 -6.26606 -0.35892  -0.448
C: 3.20373 -4.78606 0.67178  0.621
C: -3.96707 -2.21456 -0.21342  -0.445
C: -0.47037 -1.72926 -4.47552  -0.810
C: 2.77183 2.28784 -0.74892  -0.392
C: 0.27963 -1.04686 -3.30402  -1.032
C: -1.60677 -3.50236 0.19548  -0.342
C: -0.04547 5.40684 -0.57782  1.423
C: 2.69863 -5.92306 1.31298  -0.431
C: -3.45067 -0.32306 1.27188  -1.467
C: 2.54143 -3.47406 0.77358  1.035
C: -0.78637 -1.94626 1.96308  1.690
C: 0.25823 5.36734 3.66888  -0.522
C: 0.12963 6.60954 1.53928  -0.531
C: -0.10077 5.32914 -1.98322  -1.016
C: -3.32457 2.05424 1.30768  -1.301
C: 3.47153 -0.04326 -1.79482  -0.352
C: 4.30813 -4.98246 -0.16482  -0.544
C: -1.32607 -0.38846 3.67918  -1.017
C: 0.29683 2.98814 3.52168  -0.669
C: 0.13113 5.40034 2.26448  0.702
C: 3.02523 -2.33866 0.11198  -0.907
C: -1.75067 -1.38406 4.52808  -0.933
C: -0.09957 4.17644 0.13878  -0.546
C: 3.56263 2.20714 -1.89012  -0.721
C: -3.75487 -3.42726 -0.83502  -1.044
C: 0.34653 4.15234 4.29748  -1.338
C: 3.25513 -7.16226 1.03268  -0.489
C: -0.21747 4.09764 -2.59112  -1.071
C: 1.32983 -3.31996 1.45458  -0.332
C: -3.43307 0.92294 -0.76342  -0.956
C: -3.03257 -1.62806 0.64298  0.651
C: 2.25393 -1.18506 0.07978  -0.589
C: -1.81667 -2.29096 0.86668  0.120
C: -1.07727 -2.97056 3.06218  -0.544
C: 2.70123 0.01864 -0.62862  0.320
C: 0.04703 4.16664 1.57238  -0.441
C: 0.60143 -2.13936 1.35178  -1.409
C: 0.07363 6.62614 0.16928  -0.766
H: 0.21493 7.54714 2.06868  0.620
H: -3.15277 -0.29246 2.31718  0.518
H: 0.61553 -0.77246 -5.97972  0.358
H: -2.19797 -1.18706 5.48658  0.423
H: -2.37207 -5.04676 -1.06722  0.558
H: 0.30193 6.29664 4.21618  0.507
H: -0.57287 -1.92276 -1.64662  -0.098
H: 3.94653 3.08584 -2.38582  0.448
H: 1.21553 -2.27336 -5.58342  0.365
H: 1.88783 -5.87676 2.02068  0.429
H: 3.99843 -2.32876 -0.35082  0.864
H: 0.41473 2.01644 3.98448  0.844
H: 5.63563 -6.45496 -1.01032  0.391
H: -2.96467 2.02614 2.33498  0.227
H: -0.16687 -2.14776 -6.50442  0.385
H: -0.42737 1.97574 -2.22122  0.236
H: -0.03727 6.22984 -2.57282  0.609
H: -1.38837 -0.60986 -2.19802  -0.034
H: -4.54997 -0.26366 1.24098  0.692
H: 2.86503 -8.06596 1.47948  0.397
H: 4.79293 -4.16516 -0.67272  0.319
H: -0.68827 -4.04476 0.35418  0.468
H: 2.51803 3.24484 -0.31342  0.574
H: -0.71687 -2.75886 -4.21082  0.355
H: -0.24007 4.01774 -3.66702  0.538
H: 1.21803 -1.57446 -3.11322  0.531
H: -2.92897 2.94064 0.81158  0.296
H: -2.95077 1.72704 -1.31952  0.240
H: -0.92637 -4.01496 2.83478  0.503
H: -1.40107 -1.19456 -4.67462  0.433
H: -4.51487 -3.86426 -1.46082  0.466
H: 0.95213 -4.12366 2.06298  0.439
H: 0.51823 -0.01596 -3.59022  0.501
H: -3.26807 -0.02556 -1.27622  0.121
H: -4.42157 2.11964 1.32088  0.456
H: -4.51697 1.11254 -0.74592  0.315
H: -4.91667 -1.72266 -0.36012  0.458
H: -1.39027 0.64714 3.99868  0.361
H: 0.46963 4.08284 5.36538  0.467
H: 3.75283 -0.98956 -2.23612  0.572

Output
E_tot = -65963.4796 eV
Gap between HOMO and LUMO = 4.6 eV
Total charge = +2
Relative energy (zero: lowest compared OMol25 entry of this formula, charge and spin) = 57.0 kcal/mol
HOMO = -10.44 eV


- What is the gap between HOMO and LUMO in the second record?
  7.7 eV


- Which of these has the highest HOMO?
  C41H40IN9O3P2S